The molecule C4H8O2 at a distorted geometry. Source: OMol25; level of theory: ωB97M-V/def2-TZVPD.

Geometry as ORCA input:
```
! RIJCOSX wB97M-V def2-TZVPD def2/J DEFGRID3
* xyz 0 1
O 2.10 -0.10 0.66
C 1.12 0.38 -0.24
C -0.19 0.57 0.47
C -1.03 0.72 -0.78
O -0.86 -1.24 -0.63
C -0.71 -0.86 0.76
H 2.81 -0.48 0.13
H 0.10 -0.99 -0.94
H 1.43 1.27 -0.81
H -0.31 1.30 1.29
H -2.12 0.70 -0.73
H -0.61 1.13 -1.70
H -1.70 -0.87 1.24
H -0.02 -1.53 1.27
*
```

## Properties
ΔE to the lowest compared entry with this formula, charge and spin = 146.0 kcal/mol
E_LUMO (spin up / spin down) = 0.593 / -0.302 eV
Orbital gap (spin up / spin down) = 8.39 / 6.35 eV

These are the natural (NBO) partial charges, in e, on atoms 1 to 6: number 1, O, carries -0.718; number 2, C, carries -0.070; number 3, C, carries -0.383; number 4, C, carries -0.163; number 5, O, carries -0.660; number 6, C, carries -0.092

=====

A structure of composition C25H28BrN2NaO2Se2 at a distorted geometry. Source: OMol25; level of theory: ωB97M-V/def2-TZVPD.

Geometry as ORCA input:
```
! RIJCOSX wB97M-V def2-TZVPD def2/J DEFGRID3
* xyz 0 1
Na -0.09 0.31 -1.90
C 4.25 -0.02 -2.51
Se 2.66 0.72 -1.69
C 2.88 2.58 -2.29
C 1.93 3.52 -1.59
Se 0.08 3.32 -2.22
C -0.62 5.02 -1.57
H 5.13 0.33 -1.98
H 4.28 0.27 -3.56
H 4.18 -1.11 -2.43
H 2.72 2.60 -3.38
H 3.91 2.86 -2.08
H 2.21 4.56 -1.79
H 1.94 3.35 -0.51
H -0.38 5.11 -0.51
H -1.70 4.99 -1.70
H -0.19 5.83 -2.15
C -3.05 0.67 -2.93
O -2.08 0.90 -1.92
C -2.49 0.71 -0.61
C -3.82 0.52 -0.25
C -4.13 0.33 1.09
Br -5.96 0.10 1.55
C -3.18 0.29 2.07
C -1.83 0.48 1.72
C -1.51 0.73 0.37
O -0.21 1.07 0.01
C -0.88 0.48 2.80
N -1.26 0.77 4.03
C -0.15 0.66 4.81
C 0.00 0.87 6.18
C 1.26 0.69 6.72
C 2.35 0.34 5.93
C 2.22 0.13 4.56
C 0.96 0.29 4.02
N 0.49 0.21 2.72
H -3.87 1.40 -2.87
H -3.46 -0.34 -2.86
H -2.55 0.80 -3.89
H -4.62 0.53 -0.97
H -3.43 0.12 3.10
H 0.21 1.34 0.84
H -0.85 1.16 6.78
H 1.41 0.84 7.78
H 3.32 0.23 6.39
H 3.07 -0.15 3.96
H 0.95 -0.31 1.99
C -0.05 -1.98 -2.12
C -0.02 -3.37 -2.11
C 0.13 -4.09 -0.90
C 0.15 -5.46 -0.88
C 0.04 -6.19 -2.07
C -0.08 -5.50 -3.27
C -0.12 -4.13 -3.30
H -0.06 -1.46 -1.17
H -0.25 -1.42 -3.03
H 0.22 -3.54 0.03
H 0.26 -5.99 0.06
H 0.05 -7.27 -2.05
H -0.15 -6.07 -4.20
H -0.22 -3.62 -4.25
*
```

## Properties
ΔE to the lowest compared entry with this formula, charge and spin = 54.2 kcal/mol
E_LUMO = -0.311 eV
Orbital gap = 4.40 eV

These are the natural (NBO) partial charges, in e, on atoms 1 to 6: number 1, Na, carries 0.847; number 2, C, carries -0.768; number 3, Se, carries 0.243; number 4, C, carries -0.577; number 5, C, carries -0.564; number 6, Se, carries 0.239

=====

A cluster of 2 separate species, C4H8O2 in total at a distorted geometry. Source: OMol25; level of theory: ωB97M-V/def2-TZVPD.

Geometry as ORCA input:
```
! RIJCOSX wB97M-V def2-TZVPD def2/J DEFGRID3
* xyz 0 1
O 0.45 3.69 1.40
C 1.04 4.57 0.83
C 0.53 5.14 -0.46
H 1.90 5.06 1.31
H -0.54 5.15 -0.54
H 0.77 4.38 -1.23
H 0.94 6.09 -0.80
O 0.71 -5.80 -0.68
C 0.15 -4.89 -0.12
C -1.35 -4.81 -0.06
H 0.72 -4.08 0.37
H -1.70 -4.43 0.90
H -1.77 -5.82 -0.08
H -1.85 -4.25 -0.84
*
```

## Properties
ΔE to the lowest compared entry with this formula, charge and spin = 41.6 kcal/mol
Structure (SMILES) = CC=O.CC=O
E_LUMO = 1.058 eV
Orbital gap = 11.02 eV

These are the natural (NBO) partial charges, in e, on atoms 1 to 6: number 1, O, carries -0.518; number 2, C, carries 0.435; number 3, C, carries -0.737; number 4, H, carries 0.109; number 5, H, carries 0.243; number 6, H, carries 0.244

=====

A structure of composition C15H35N7OReS4 at a distorted geometry. Source: OMol25; level of theory: ωB97M-V/def2-TZVPD.

Geometry as ORCA input:
```
! RIJCOSX wB97M-V def2-TZVPD def2/J DEFGRID3
* xyz 2 2
Re 0.31 0.62 -0.22
C -0.12 2.26 -3.23
C 1.33 2.60 -3.00
S 2.11 1.48 -1.77
C 2.87 2.76 -0.71
C 1.89 3.62 0.07
S 0.54 2.72 0.96
C -0.83 3.77 0.45
C -1.04 3.72 -1.05
S -1.06 2.00 -1.70
H -0.24 1.32 -3.78
H -0.61 3.04 -3.82
H 1.45 3.62 -2.65
H 1.89 2.51 -3.93
H 3.49 3.39 -1.34
H 3.54 2.21 -0.06
H 1.41 4.34 -0.58
H 2.44 4.18 0.83
H -0.65 4.80 0.77
H -1.69 3.40 1.00
H -0.30 4.29 -1.59
H -2.02 4.14 -1.29
C 3.31 -4.06 -0.84
N 1.97 -3.47 -0.73
C 0.99 -4.00 -1.68
C 1.83 -2.16 -0.37
N 0.97 -1.35 -0.88
N 2.70 -1.77 0.64
C 2.79 -0.57 1.30
N 3.63 -0.62 2.36
N 2.11 0.48 0.98
H 3.19 -5.11 -1.07
H 3.87 -3.99 0.09
H 3.89 -3.58 -1.64
H 1.09 -5.08 -1.69
H 1.16 -3.63 -2.70
H -0.02 -3.75 -1.37
H 0.36 -1.80 -1.56
H 3.02 -2.55 1.20
H 4.48 -1.15 2.25
H 3.79 0.25 2.86
H 2.26 1.22 1.66
O -0.36 -0.02 1.40
C -3.49 0.33 2.54
N -3.43 0.08 1.10
C -3.89 1.19 0.29
C -2.67 -0.91 0.61
S -1.86 -0.70 -0.92
N -2.60 -2.06 1.28
C -3.74 -2.59 2.04
C -1.57 -3.04 1.00
H -3.00 1.29 2.74
H -2.95 -0.44 3.09
H -4.52 0.39 2.89
H -4.81 1.56 0.72
H -4.07 0.87 -0.73
H -3.15 2.00 0.29
H -4.56 -1.88 2.05
H -3.44 -2.82 3.06
H -4.07 -3.50 1.55
H -0.65 -2.52 0.73
H -1.88 -3.73 0.22
H -1.39 -3.61 1.92
*
```

## Properties
ΔE to the lowest compared entry with this formula, charge and spin = 26.5 kcal/mol
E_LUMO (spin up / spin down) = -5.353 / -5.490 eV
Orbital gap (spin up / spin down) = 7.29 / 7.03 eV

These are the natural (NBO) partial charges, in e, on atoms 1 to 6: number 1, Re, carries 0.621; number 2, C, carries -0.557; number 3, C, carries -0.536; number 4, S, carries 0.398; number 5, C, carries -0.535; number 6, C, carries -0.559

=====

A structure of composition C49H36ClGeN6O3RuS3 at a distorted geometry. Source: OMol25; level of theory: ωB97M-V/def2-TZVPD.

Geometry as ORCA input:
```
! RIJCOSX wB97M-V def2-TZVPD def2/J DEFGRID3
* xyz -2 2
Ru 0.18 1.01 -1.86
C 8.65 1.54 8.91
O 9.06 1.49 7.56
C 8.09 1.44 6.61
C 6.72 1.43 6.89
C 5.81 1.38 5.84
C 6.22 1.35 4.52
C 7.59 1.36 4.26
C 8.51 1.40 5.29
C 5.21 1.29 3.45
N 3.92 1.27 3.66
C 3.34 1.22 2.40
C 4.32 1.21 1.44
N 5.51 1.26 2.12
C 4.05 1.17 0.02
C 4.98 1.19 -0.99
C 4.55 1.14 -2.34
C 3.19 1.04 -2.58
N 2.27 1.03 -1.63
C 2.67 1.11 -0.31
C 1.65 1.15 0.65
N 0.34 1.15 0.22
C -0.64 1.18 1.12
C -0.42 1.21 2.48
C 0.90 1.22 2.95
C 1.94 1.20 2.05
H 9.55 1.58 9.51
H 8.08 0.65 9.19
H 8.05 2.43 9.11
H 6.36 1.45 7.91
H 4.74 1.37 6.04
H 7.96 1.33 3.24
H 9.58 1.41 5.09
H 6.42 1.27 1.71
H 6.04 1.26 -0.76
H 5.25 1.16 -3.16
H 2.81 0.97 -3.60
H -1.64 1.21 0.72
H -1.26 1.23 3.16
H 1.13 1.25 4.01
Cl -1.66 6.09 -0.18
C -1.04 4.95 -2.53
C -0.77 3.64 -2.39
O -1.89 2.81 -2.41
O 0.37 3.04 -2.21
H -0.22 5.65 -2.60
H -2.02 5.25 -2.86
C -1.68 1.52 -2.15
Ge -3.55 0.93 -1.83
C -4.24 1.93 -0.30
C -4.03 3.31 -0.20
C -4.52 4.02 0.89
C -5.22 3.36 1.90
C -5.43 1.99 1.81
C -4.94 1.28 0.72
C -4.54 1.50 -3.43
C -4.21 0.94 -4.67
C -4.85 1.35 -5.84
C -5.82 2.34 -5.78
C -6.15 2.92 -4.56
C -5.51 2.49 -3.39
C -3.91 -0.96 -1.54
C -3.32 -1.63 -0.46
C -3.65 -2.95 -0.18
C -4.55 -3.62 -0.99
C -5.12 -2.98 -2.08
C -4.81 -1.65 -2.35
H -3.46 3.85 -0.95
H -4.32 5.08 0.96
H -5.59 3.92 2.75
H -5.96 1.47 2.60
H -5.11 0.21 0.66
H -3.44 0.17 -4.73
H -4.59 0.90 -6.79
H -6.32 2.67 -6.68
H -6.90 3.70 -4.51
H -5.77 2.95 -2.44
H -2.60 -1.11 0.16
H -3.19 -3.46 0.66
H -4.80 -4.66 -0.78
H -5.81 -3.51 -2.73
H -5.26 -1.15 -3.19
S -2.99 -5.14 -4.53
C -1.88 -4.35 -3.54
S -1.74 -2.64 -3.56
C -0.41 -2.68 -2.42
N -0.13 -3.90 -2.05
N -0.96 -4.83 -2.67
C -0.69 -6.19 -2.29
C -1.44 -7.27 -2.73
C -1.13 -8.56 -2.30
C -0.09 -8.79 -1.42
C 0.66 -7.70 -0.98
C 0.37 -6.42 -1.41
S 0.54 -1.34 -1.94
H -2.26 -7.12 -3.41
H -1.73 -9.39 -2.65
H 0.14 -9.79 -1.08
H 1.48 -7.85 -0.29
H 0.95 -5.58 -1.06
*
```

## Properties
E_LUMO (spin up / spin down) = 3.015 / 3.015 eV
Orbital gap (spin up / spin down) = 3.50 / 4.19 eV

These are the Löwdin partial charges, in e, on atoms 1 to 6: number 1, Ru, carries 0.895; number 2, C, carries -0.100; number 3, O, carries -0.092; number 4, C, carries -0.294; number 5, C, carries -0.019; number 6, C, carries -0.016

=====

A cluster of 4 separate species, C16H35BBr2ClF3N3O6P2 in total at a distorted geometry. Source: OMol25; level of theory: ωB97M-V/def2-TZVPD.

Geometry as ORCA input:
```
! RIJCOSX wB97M-V def2-TZVPD def2/J DEFGRID3
* xyz -1 1
C 2.44 2.57 0.32
C 2.41 2.93 -1.16
Cl 0.71 2.90 -1.84
C 3.20 4.18 -1.58
B 2.91 5.61 -0.82
C 1.35 6.13 -0.78
C 0.52 5.72 0.44
C -0.84 6.43 0.57
F -1.38 5.97 1.75
Br -0.67 8.36 0.77
C -1.87 6.07 -0.51
F -2.99 6.79 -0.26
F -1.50 6.40 -1.72
Br -2.45 4.21 -0.43
P 3.81 5.73 0.95
P 5.85 6.34 0.56
O 6.77 5.21 0.48
O 5.99 7.18 -0.83
O 6.30 7.42 1.71
H 1.92 1.61 0.47
H 2.09 3.37 0.97
H 3.49 2.37 0.55
H 2.89 2.08 -1.66
H 4.27 3.92 -1.50
H 2.99 4.35 -2.64
H 3.50 6.44 -1.49
H 1.37 7.22 -0.81
H 0.88 5.79 -1.71
H 1.01 5.94 1.39
H 0.28 4.66 0.47
H 3.22 6.76 1.73
H 6.28 6.59 -1.53
H 6.26 8.29 1.27
C 2.54 -2.14 2.50
C 1.71 -1.06 1.86
O 2.21 -0.09 1.31
N 0.36 -1.20 1.90
C -0.43 -2.28 2.49
H 3.59 -1.89 2.39
H 2.31 -2.22 3.57
H 2.36 -3.11 2.02
H -0.14 -0.44 1.45
H -1.04 -2.73 1.72
H -1.09 -1.86 3.25
H 0.21 -3.03 2.94
C -3.73 -5.15 3.51
C -3.47 -4.52 2.16
O -3.07 -3.37 2.06
N -3.70 -5.27 1.06
C -4.17 -6.64 0.97
H -3.50 -4.43 4.29
H -4.78 -5.44 3.60
H -3.09 -6.02 3.65
H -3.50 -4.78 0.20
H -3.42 -7.23 0.45
H -5.09 -6.66 0.39
H -4.34 -7.07 1.95
C -2.80 -8.73 -3.64
C -3.20 -7.62 -2.70
O -3.32 -7.80 -1.50
N -3.42 -6.40 -3.24
C -3.33 -5.99 -4.63
H -2.66 -9.64 -3.06
H -3.58 -8.91 -4.38
H -1.86 -8.49 -4.14
H -3.68 -5.70 -2.56
H -2.59 -5.19 -4.72
H -4.29 -5.61 -4.96
H -3.04 -6.82 -5.27
*
```

## Properties
E_LUMO = 1.524 eV
Orbital gap = 5.68 eV

These are the natural (NBO) partial charges, in e, on atoms 1 to 6: number 1, C, carries -0.649; number 2, C, carries -0.123; number 3, Cl, carries -0.161; number 4, C, carries -0.655; number 5, B, carries -0.139; number 6, C, carries -0.649

=====

Across the entries above, energy takes the values -307.4798; -8768.5357; -307.6461; -2721.6366; -6269.7281; -7861.9381 Eh, respectively.